{"formula": "C56H52N6NaO2PS", "method": "ωB97M-V/def2-TZVPD", "charge": 0, "orbital_gap_ev": 6.2, "lumo_ev": 0.29, "mol_weight_g_mol": 927.10, "elements": ["Na", "C", "C", "C", "C", "C", "N", "C", "C", "C", "C", "C", "C", "C", "N", "C", "C", "C", "N", "C", "C", "N", "C", "C", "C", "N", "H", "H", "H", "H", "H", "H", "H", "H", "H", "H", "H", "H", "H", "H", "H", "H", "H", "H", "C", "C", "C", "C", "C", "O", "C", "N", "C", "C", "C", "C", "C", "C", "P", "C", "C", "C", "C", "C", "C", "C", "C", "C", "C", "C", "C", "H", "H", "H", "H", "H", "H", "H", "H", "H", "H", "H", "H", "H", "H", "H", "H", "H", "H", "H", "H", "H", "H", "H", "H", "O", "S", "C", "C", "C", "C", "C", "C", "C", "C", "C", "C", "C", "C", "H", "H", "H", "H", "H", "H", "H", "H", "H", "H"], "positions_angstrom": [[-0.2640, -0.0015, 0.0024], [-5.4114, -1.0967, -4.6719], [-4.2137, -1.3148, -3.7852], [-4.0578, -2.4843, -3.0377], [-2.9988, -2.6483, -2.1733], [-2.0052, -1.6639, -1.9961], [-1.0495, -1.7969, -1.0090], [-0.2553, -2.8989, -1.0503], [0.0947, -3.5757, -2.1734], [1.0757, -4.6833, -2.1705], [1.0399, -5.6174, -0.9433], [0.4705, -6.9998, -1.1241], [0.6398, -4.9011, 0.3719], [0.3454, -3.3714, 0.2752], [-0.4241, -2.8898, 1.4341], [-1.1444, -3.5985, 2.3275], [-1.5052, -2.7435, 3.3461], [-0.9400, -1.5144, 2.9728], [-0.2952, -1.6099, 1.8190], [-2.1375, -0.5276, -2.8093], [-3.2327, -0.3495, -3.6533], [-1.1170, 0.4857, -2.8754], [-0.5316, 0.8919, -4.0227], [0.1810, 2.0342, -3.7453], [-0.0477, 2.2535, -2.3774], [-0.8297, 1.3213, -1.8552], [-5.9776, -2.0204, -4.7959], [-5.1191, -0.7494, -5.6648], [-6.0885, -0.3476, -4.2526], [-4.8044, -3.2687, -3.1147], [-2.9137, -3.5522, -1.5812], [-0.2809, -3.2148, -3.1241], [1.0092, -5.2613, -3.0943], [-0.6136, -6.9469, -1.2612], [0.6701, -7.6300, -0.2529], [0.8994, -7.4897, -2.0015], [0.0017, -5.4939, 1.0214], [-1.3614, -4.6418, 2.1877], [-2.0824, -2.9807, 4.2236], [-0.9716, -0.5650, 3.4875], [-3.3019, 0.5782, -4.2125], [-0.6725, 0.3328, -4.9325], [0.7844, 2.6148, -4.4215], [0.3257, 3.0461, -1.7490], [-1.0813, 3.4275, 3.5781], [-0.7524, 2.7382, 2.2570], [-1.3049, 3.5156, 1.0675], [0.7510, 2.4735, 2.1538], [1.6437, 3.7251, 2.0941], [2.5729, 3.4414, 1.0251], [2.1210, 2.3097, 0.4229], [1.1106, 1.7391, 0.9351], [2.8711, 1.9156, -0.7966], [3.2067, 2.9541, -1.6674], [3.8291, 2.6940, -2.8727], [4.1481, 1.3856, -3.2063], [3.8709, 0.3603, -2.3183], [3.2269, 0.5918, -1.1035], [3.0617, -0.6791, 0.2289], [2.6804, -2.3408, -0.4450], [1.8896, -3.1134, 0.5722], [2.1400, -4.6322, 0.6716], [2.5397, -5.3195, -0.6462], [2.6129, -4.3681, -1.8710], [2.9905, -2.9477, -1.5932], [4.8505, -0.8121, 0.6452], [5.7144, -1.7844, 0.1502], [7.0567, -1.7842, 0.5097], [7.5519, -0.8092, 1.3627], [6.6972, 0.1631, 1.8657], [5.3561, 0.1535, 1.5167], [-2.1599, 3.5639, 3.6793], [-0.6178, 4.4172, 3.6315], [-0.7311, 2.8453, 4.4345], [-1.2315, 1.7505, 2.2666], [-0.9070, 4.5340, 1.0335], [-2.3900, 3.5981, 1.1439], [-1.0872, 3.0215, 0.1192], [1.0372, 1.8466, 3.0071], [2.2171, 3.8976, 3.0011], [1.0946, 4.6317, 1.8365], [2.9543, 3.9703, -1.3931], [4.0677, 3.5073, -3.5459], [4.6414, 1.1650, -4.1445], [4.1992, -0.6387, -2.5644], [1.9668, -2.6389, 1.5500], [2.6380, -4.9702, 1.5772], [3.2960, -6.1012, -0.5853], [3.2483, -4.7670, -2.6618], [3.5397, -2.4290, -2.3686], [5.3332, -2.5536, -0.5109], [7.7176, -2.5488, 0.1201], [8.5983, -0.8099, 1.6406], [7.0741, 0.9238, 2.5379], [4.6885, 0.9074, 1.9223], [-3.7183, 1.5451, -0.5444], [-3.4305, 0.6430, 0.5987], [-4.2324, 1.3787, 2.0291], [-5.0613, 2.4707, 1.8444], [-5.6307, 3.0779, 2.9560], [-5.3633, 2.5943, 4.2301], [-4.5215, 1.5022, 4.4023], [-3.9450, 0.8935, 3.2975], [-4.5120, -0.7742, 0.3962], [-5.5488, -0.6767, -0.5142], [-6.3794, -1.7720, -0.6997], [-6.1544, -2.9458, 0.0064], [-5.0909, -3.0346, 0.8971], [-4.2578, -1.9438, 1.0938], [-5.2302, 2.8341, 0.8376], [-6.2815, 3.9334, 2.8278], [-5.8075, 3.0737, 5.0932], [-4.3087, 1.1309, 5.3967], [-3.2793, 0.0455, 3.4178], [-5.6691, 0.2395, -1.0797], [-7.1924, -1.7140, -1.4128], [-6.8002, -3.8012, -0.1480], [-4.9009, -3.9591, 1.4282], [-3.4026, -2.0161, 1.7559]], "forces_ev_per_a": [[0.15, 0.29, 0.40], [0.00, 0.00, -0.01], [0.02, 0.02, -0.01], [0.00, -0.03, 0.02], [-0.03, -0.01, -0.04], [0.00, -0.01, 0.04], [-0.10, -0.18, -0.09], [0.01, 0.01, -0.09], [0.02, -0.01, 0.06], [0.00, 0.00, 0.02], [0.03, 0.02, 0.02], [-0.01, -0.01, 0.00], [0.04, 0.02, 0.01], [0.00, -0.03, -0.04], [0.07, -0.05, 0.07], [-0.02, 0.02, -0.05], [0.01, 0.03, -0.01], [-0.05, 0.02, 0.00], [0.06, -0.14, 0.07], [0.07, 0.00, 0.02], [0.01, 0.01, -0.01], [-0.20, 0.02, -0.03], [0.01, -0.03, 0.06], [-0.01, 0.02, 0.01], [0.06, -0.05, -0.03], [-0.06, -0.10, -0.15], [0.01, 0.00, 0.00], [0.00, 0.00, 0.01], [0.00, 0.00, 0.00], [0.01, 0.01, -0.01], [0.00, 0.02, -0.01], [0.00, -0.01, 0.00], [0.00, 0.00, 0.00], [0.02, 0.00, -0.02], [-0.02, 0.01, -0.01], [0.01, 0.01, 0.02], [0.01, 0.02, 0.01], [0.02, 0.02, 0.01], [0.01, 0.01, -0.02], [0.02, -0.02, 0.00], [0.00, -0.01, 0.00], [0.00, 0.01, 0.01], [-0.01, -0.01, 0.01], [0.01, -0.01, -0.01], [-0.03, 0.01, 0.00], [0.00, 0.00, -0.01], [-0.02, 0.01, -0.01], [0.02, 0.00, 0.06], [0.01, -0.04, -0.02], [0.03, -0.03, 0.02], [0.01, -0.04, 0.11], [0.01, 0.09, -0.18], [-0.04, 0.04, -0.04], [-0.04, 0.00, 0.02], [0.01, -0.01, -0.01], [-0.01, 0.00, 0.01], [0.03, -0.02, -0.01], [0.01, 0.02, 0.00], [0.03, 0.02, 0.10], [-0.12, 0.00, -0.03], [-0.03, 0.03, -0.03], [-0.03, 0.02, -0.01], [-0.04, -0.01, -0.03], [-0.03, 0.01, 0.02], [0.02, 0.00, 0.00], [0.05, -0.05, -0.05], [-0.01, -0.02, 0.03], [-0.02, 0.01, 0.00], [0.00, 0.00, 0.00], [0.00, 0.00, 0.00], [-0.02, 0.03, -0.02], [0.01, -0.02, 0.01], [-0.01, 0.00, 0.00], [0.00, 0.01, -0.01], [0.02, 0.00, -0.01], [0.01, -0.02, -0.01], [0.00, 0.00, 0.00], [-0.02, 0.00, 0.04], [0.00, 0.00, -0.01], [0.01, 0.01, 0.01], [0.00, 0.00, -0.01], [0.00, -0.01, 0.00], [0.00, -0.01, 0.00], [0.00, 0.00, 0.01], [0.00, 0.02, 0.01], [-0.01, 0.00, 0.00], [0.00, -0.01, 0.00], [0.00, 0.02, 0.00], [0.00, 0.00, -0.01], [-0.02, -0.01, 0.00], [0.02, 0.02, 0.02], [-0.01, 0.00, 0.00], [-0.01, 0.00, 0.00], [0.00, -0.01, 0.00], [0.01, -0.01, 0.00], [-0.08, 0.12, 0.09], [0.06, 0.01, -0.41], [0.05, -0.08, 0.14], [0.02, 0.02, -0.04], [0.00, -0.01, 0.02], [-0.01, 0.02, -0.01], [0.01, -0.01, -0.02], [-0.03, -0.01, 0.00], [-0.02, -0.04, 0.04], [-0.01, 0.04, 0.01], [-0.01, 0.00, -0.01], [0.01, 0.02, 0.03], [-0.03, 0.01, -0.01], [0.08, -0.03, -0.03], [0.00, -0.01, 0.02], [0.00, -0.01, 0.00], [0.00, 0.00, -0.01], [0.00, 0.00, 0.00], [-0.03, 0.01, 0.00], [-0.01, -0.02, 0.02], [0.01, -0.01, 0.01], [0.00, 0.00, -0.01], [0.00, 0.01, 0.00], [-0.03, 0.03, -0.02]], "lowdin_charge": [0.207, -0.058, -0.290, -0.059, -0.023, -0.259, 0.024, -0.247, -0.006, -0.168, -0.351, -0.019, -0.069, -0.169, -0.057, -0.058, -0.072, -0.160, 0.080, -0.130, 0.009, -0.071, -0.060, -0.052, -0.152, 0.072, 0.071, 0.074, 0.074, 0.109, 0.118, 0.109, 0.137, 0.088, 0.082, 0.082, 0.127, 0.116, 0.096, 0.098, 0.128, 0.128, 0.091, 0.097, -0.051, -0.385, -0.043, -0.264, -0.072, 0.007, -0.356, 0.138, -0.158, -0.031, -0.068, -0.063, -0.063, -0.266, 1.144, -0.310, -0.178, -0.101, -0.108, -0.152, -0.032, -0.349, -0.081, -0.085, -0.094, -0.087, -0.103, 0.075, 0.082, 0.084, 0.101, 0.083, 0.073, 0.053, 0.151, 0.128, 0.118, 0.122, 0.108, 0.107, 0.086, 0.115, 0.142, 0.141, 0.133, 0.089, 0.091, 0.101, 0.100, 0.102, 0.098, -0.491, 0.977, -0.365, -0.067, -0.070, -0.085, -0.078, -0.085, -0.352, -0.064, -0.078, -0.082, -0.072, -0.072, 0.113, 0.106, 0.103, 0.106, 0.091, 0.114, 0.108, 0.103, 0.104, 0.080]}